No. 1
{"formula": "C24H39As3F5NO9P2W", "method": "ωB97M-V/def2-TZVPD", "spin_multiplicity": 2, "s_squared": 0.76, "total_energy_ha": -9626.28670, "relative_energy_kj_mol": 0.0, "lumo_ev": [-2.479, -3.931], "total_charge": 1, "species": ["W", "C", "C", "O", "P", "O", "O", "O", "P", "O", "O", "O", "H", "H", "H", "H", "H", "H", "H", "C", "As", "C", "C", "C", "C", "C", "As", "C", "C", "C", "As", "C", "C", "H", "H", "H", "H", "H", "H", "H", "H", "H", "H", "H", "H", "H", "H", "H", "H", "H", "H", "H", "H", "H", "H", "H", "H", "H", "H", "H", "O", "N", "C", "C", "C", "C", "C", "H", "H", "H", "H", "H", "F", "C", "C", "F", "C", "F", "C", "O", "C", "F", "C", "F"], "coordinates": [[-0.659, 0.528, 0.813], [-3.139, 3.613, 4.237], [-2.592, 2.580, 3.259], [-3.572, 1.646, 2.833], [-1.303, 1.526, 4.007], [-0.224, 2.425, 4.687], [-2.005, 0.778, 5.195], [-0.741, 0.573, 2.974], [-1.620, 3.349, 1.877], [-2.303, 4.746, 1.551], [-0.240, 3.560, 2.421], [-1.742, 2.426, 0.670], [-3.599, 3.111, 5.088], [-3.886, 4.224, 3.730], [-2.355, 4.278, 4.597], [-4.327, 2.128, 2.475], [0.122, 3.022, 3.962], [-1.412, 0.379, 5.845], [-1.656, 5.463, 1.538], [-1.184, 0.154, -3.255], [-0.147, 0.739, -1.721], [0.054, 2.608, -2.178], [1.689, 0.122, -2.027], [2.110, -1.341, -1.765], [3.606, -1.432, -2.096], [2.009, -1.789, -0.280], [0.312, -1.856, 0.708], [-0.736, -3.228, -0.177], [0.856, -2.886, 2.259], [1.299, -2.315, -2.630], [1.317, -2.446, -4.627], [2.125, -0.798, -5.336], [2.902, -3.578, -4.843], [-0.665, 0.511, -4.143], [-2.164, 0.627, -3.216], [-1.302, -0.925, -3.317], [0.739, 2.705, -3.020], [0.436, 3.156, -1.320], [-0.922, 3.007, -2.448], [2.290, 0.793, -1.406], [1.914, 0.370, -3.065], [4.186, -0.780, -1.440], [3.806, -1.133, -3.123], [3.969, -2.453, -1.964], [2.659, -1.156, 0.333], [2.413, -2.803, -0.211], [-0.052, -4.008, -0.510], [-1.305, -2.849, -1.019], [-1.430, -3.646, 0.549], [1.187, -3.868, 1.923], [0.007, -3.003, 2.929], [1.662, -2.389, 2.790], [0.243, -2.214, -2.379], [1.566, -3.338, -2.345], [1.451, 0.053, -5.248], [2.265, -0.988, -6.400], [3.092, -0.546, -4.906], [2.733, -4.531, -4.343], [3.805, -3.117, -4.447], [3.041, -3.773, -5.905], [-2.194, -0.177, 0.780], [-3.416, -1.701, 0.098], [-4.198, -2.150, 1.074], [-5.545, -2.413, 0.870], [-6.103, -2.171, -0.374], [-5.283, -1.678, -1.373], [-3.942, -1.447, -1.094], [-3.710, -2.287, 2.033], [-6.138, -2.809, 1.685], [-7.152, -2.356, -0.558], [-5.661, -1.484, -2.369], [-3.250, -1.060, -1.835], [5.836, 2.955, 3.216], [4.695, 2.560, 2.662], [4.096, 1.381, 3.069], [4.660, 0.634, 4.015], [2.909, 0.974, 2.487], [2.340, -0.179, 2.874], [2.294, 1.726, 1.492], [1.144, 1.347, 0.944], [2.916, 2.905, 1.091], [2.351, 3.644, 0.133], [4.101, 3.322, 1.668], [4.670, 4.455, 1.270]], "forces_ev_per_angstrom": [[-2.2, 0.3, 0.7], [0.1, 0.0, 0.0], [0.0, -0.1, -0.1], [-0.1, 0.2, 0.0], [0.0, -0.1, 0.1], [0.1, -0.1, 0.0], [0.0, -0.1, -0.1], [0.1, 0.1, -0.4], [0.5, 0.5, 0.2], [-0.3, -0.2, -0.2], [0.0, 0.2, -0.2], [0.8, -0.3, 0.1], [0.0, 0.0, 0.0], [0.0, 0.0, 0.0], [0.0, 0.0, 0.0], [0.0, 0.0, 0.0], [0.0, 0.0, 0.0], [0.0, 0.0, 0.0], [0.0, 0.0, 0.0], [-0.1, -0.1, 0.1], [0.5, 0.0, -0.6], [-0.1, 0.1, 0.1], [0.1, -0.1, 0.2], [-0.1, 0.0, 0.0], [0.0, 0.0, 0.0], [0.0, 0.1, 0.0], [0.7, -0.6, -0.5], [0.0, 0.0, 0.0], [0.0, 0.2, 0.2], [0.0, 0.0, 0.0], [0.0, 0.0, 0.0], [0.0, 0.0, 0.0], [0.0, 0.0, 0.0], [0.0, 0.0, 0.0], [0.0, 0.0, 0.1], [0.0, 0.0, 0.1], [0.0, 0.0, 0.0], [0.0, 0.0, 0.0], [0.0, 0.0, 0.0], [0.0, 0.0, 0.0], [0.0, 0.0, 0.0], [0.0, 0.0, 0.0], [0.0, 0.0, 0.0], [0.0, 0.0, 0.0], [0.0, 0.0, 0.0], [0.0, 0.0, 0.0], [0.0, 0.0, 0.0], [0.0, 0.1, 0.1], [0.0, 0.1, 0.0], [0.0, 0.0, -0.1], [0.0, 0.0, 0.0], [0.0, 0.0, 0.0], [0.0, 0.0, 0.0], [0.0, 0.0, 0.0], [0.0, 0.0, 0.0], [0.0, 0.0, 0.0], [0.0, 0.0, 0.0], [0.0, 0.0, 0.0], [0.0, 0.0, 0.0], [0.0, 0.0, 0.0], [1.7, 2.2, 1.0], [-1.0, -2.1, -1.0], [-0.1, 0.1, -0.6], [-0.1, 0.0, 0.5], [0.1, 0.0, 0.0], [0.1, 0.3, -0.5], [-0.4, -0.4, 0.5], [-0.1, -0.1, 0.1], [-0.1, 0.0, 0.0], [0.0, 0.0, 0.0], [-0.1, 0.0, 0.0], [-0.1, 0.0, -0.2], [0.0, 0.0, 0.0], [0.0, 0.0, 0.0], [0.0, -0.1, 0.0], [0.0, 0.0, 0.0], [0.1, 0.1, -0.1], [0.0, 0.0, 0.0], [-0.3, 0.2, -0.1], [0.2, -0.2, 0.0], [0.0, 0.0, 0.1], [0.0, 0.0, 0.0], [0.0, 0.0, -0.1], [0.0, 0.0, 0.0]]}

No. 2
{"formula": "C24H39ClNO24", "method": "ωB97M-V/def2-TZVPD", "total_energy_ha": -3257.71366, "relative_energy_kj_mol": 1446.4, "lumo_ev": 1.795, "total_charge": -1, "species": ["Cl", "O", "O", "O", "O", "C", "C", "O", "C", "O", "O", "H", "H", "H", "H", "C", "C", "O", "C", "O", "O", "H", "H", "H", "H", "C", "C", "O", "C", "O", "O", "H", "H", "H", "H", "C", "C", "O", "C", "O", "O", "H", "H", "H", "H", "C", "C", "O", "C", "O", "O", "H", "H", "H", "H", "C", "C", "O", "C", "O", "O", "H", "H", "H", "H", "C", "O", "C", "C", "N", "C", "C", "O", "C", "H", "H", "H", "H", "H", "H", "H", "H", "H", "H", "H", "H", "H", "H", "H"], "coordinates": [[-1.071, 0.536, 0.062], [-0.668, -0.226, 1.262], [-1.949, 1.599, 0.394], [-0.031, 1.181, -0.737], [-1.742, -0.472, -0.736], [0.162, -0.463, 3.737], [-0.476, 0.888, 3.318], [-0.188, 1.556, 4.501], [-0.003, 0.861, 5.496], [-0.017, 1.345, 6.615], [0.093, -0.480, 5.098], [1.130, -0.697, 3.292], [-0.569, -1.204, 3.413], [-1.545, 0.874, 3.104], [0.116, 1.320, 2.512], [2.357, -0.032, -0.218], [3.272, 1.196, -0.265], [4.474, 0.676, -0.700], [4.423, -0.612, -0.905], [5.437, -1.347, -1.170], [3.209, -1.055, -0.655], [1.447, 0.098, -0.803], [2.064, -0.199, 0.818], [3.350, 1.749, 0.671], [2.891, 1.907, -0.998], [-2.494, 2.608, 2.528], [-2.581, 4.015, 2.495], [-2.545, 4.317, 3.855], [-2.199, 3.327, 4.599], [-1.935, 3.436, 5.820], [-2.255, 2.280, 3.871], [-1.643, 2.132, 2.040], [-3.465, 2.172, 2.294], [-3.615, 4.149, 2.178], [-1.900, 4.481, 1.783], [0.616, -0.625, -2.404], [0.302, 0.548, -3.287], [1.596, 0.845, -3.847], [2.573, 0.120, -3.262], [3.747, 0.408, -3.284], [2.013, -0.824, -2.444], [0.171, -1.484, -2.906], [0.249, -0.721, -1.382], [-0.046, 1.349, -2.635], [-0.325, 0.357, -4.157], [1.311, 2.265, 1.496], [0.317, 3.276, 0.962], [-0.281, 3.770, 2.180], [0.464, 3.442, 3.191], [0.176, 3.700, 4.401], [1.409, 2.577, 2.819], [2.252, 2.503, 1.001], [0.900, 1.287, 1.242], [-0.520, 2.780, 0.471], [0.742, 3.944, 0.212], [-2.842, 2.189, -2.026], [-1.567, 1.706, -2.815], [-2.039, 1.928, -4.158], [-3.385, 2.116, -4.196], [-4.106, 1.853, -5.145], [-3.858, 2.168, -2.943], [-2.691, 3.217, -1.694], [-3.042, 1.729, -1.058], [-1.230, 0.676, -2.703], [-0.651, 2.200, -2.490], [-2.314, -5.925, -2.794], [-1.671, -4.997, -2.080], [-1.721, -3.659, -2.594], [-1.100, -2.594, -1.665], [0.392, -2.875, -1.514], [0.824, -2.243, -0.261], [2.264, -2.632, 0.065], [2.114, -4.095, 0.238], [3.367, -4.778, 0.451], [-3.391, -5.755, -2.823], [-2.026, -6.906, -2.417], [-1.904, -5.833, -3.799], [-2.773, -3.396, -2.704], [-1.261, -3.691, -3.582], [-1.534, -2.654, -0.666], [-1.275, -1.609, -2.098], [0.453, -3.882, -1.462], [0.321, -2.653, 0.614], [0.648, -1.176, -0.399], [2.686, -2.218, 0.981], [2.941, -2.451, -0.769], [4.091, -4.551, -0.332], [3.390, -5.867, 0.413], [3.690, -4.774, 1.492]], "forces_ev_per_angstrom": [[-2.0, -3.3, 0.2], [0.5, 1.7, -2.4], [-0.7, -0.4, -0.2], [-0.1, -0.1, 1.6], [-0.2, 2.5, 0.7], [-2.3, -1.2, -2.7], [2.0, -2.5, 0.2], [-0.9, 2.2, -3.2], [-0.1, -1.6, 5.7], [0.7, -2.2, -1.2], [0.8, 1.0, 2.8], [0.3, 0.2, 0.3], [0.5, -0.5, -0.3], [1.3, -1.3, 0.4], [-1.7, -0.8, 1.4], [0.5, 1.9, 1.4], [-0.8, 0.4, -0.6], [2.2, 1.5, 0.1], [4.9, -3.3, -0.6], [-4.6, 3.0, 0.9], [3.1, 6.1, -0.1], [1.8, 0.2, 0.8], [0.1, -0.5, 0.0], [1.2, -1.0, -0.4], [0.1, 0.2, -0.2], [0.2, -4.2, 0.1], [-3.2, 2.3, -1.4], [0.1, 5.3, -0.6], [0.9, 1.3, 6.9], [-1.6, -0.9, -4.1], [-1.6, -2.0, 0.9], [-1.5, 1.0, 0.2], [0.3, -0.6, -0.5], [-0.1, 1.2, -0.1], [-0.7, 0.6, 0.9], [-1.1, -2.3, -3.5], [4.3, -0.4, -0.4], [1.1, 0.1, -0.4], [-0.1, 1.0, 1.1], [-1.3, -0.9, -0.6], [-0.1, 0.8, -3.2], [0.7, 0.4, -0.1], [0.0, 1.1, -2.7], [4.6, -2.0, -2.0], [0.0, 0.0, 0.2], [0.4, 1.7, -2.8], [-1.6, -0.8, -0.6], [2.3, 1.7, -1.7], [-0.7, 1.0, 7.1], [2.7, 1.3, -6.2], [2.0, 0.5, 2.0], [-0.9, -0.2, 0.7], [1.1, 0.0, 0.6], [0.7, 0.8, 0.1], [0.0, 0.9, 0.8], [2.1, 0.6, 1.1], [-5.7, 1.8, 1.5], [1.0, 0.6, -0.3], [-1.5, -3.5, -0.7], [1.7, 1.7, 1.3], [-1.7, 0.4, -1.0], [0.3, 0.5, -0.2], [-0.7, -0.7, -1.3], [-3.1, 0.1, 0.5], [-2.3, 2.8, -0.4], [-0.1, -0.9, -1.8], [1.8, 2.8, 2.9], [-0.4, -0.3, 0.6], [1.2, -3.2, -0.6], [-2.0, -0.2, 0.5], [0.9, -1.7, 0.5], [-0.9, -5.7, -0.4], [0.7, -1.0, 0.8], [-0.5, -0.1, -0.1], [-0.3, -0.3, 0.0], [-0.4, 0.0, 0.1], [-0.4, -0.5, -0.8], [-0.3, 0.1, -0.2], [0.2, 0.3, -0.2], [-0.4, 0.0, -0.2], [-0.3, -1.1, -0.1], [0.4, -0.2, 0.4], [-0.8, 0.3, 0.1], [0.4, -2.0, 2.1], [-0.2, -0.1, 0.2], [-1.4, -3.5, 0.7], [0.4, 0.8, 0.4], [-1.6, -0.4, -0.8], [0.5, 1.4, 0.1]]}